78
Properties=species:S:1:pos:R:3:forces:R:3 method="wB97M-V/def2-TZVPD" e_above_lowest_kcal_mol=43.6 smiles="COCCCCCCCCCCCCc1cccc2c1C(=O)C=CC2=O.O=C1OC[C@@H](F)O1.O=C1OC[C@@H](F)O1" e_tot_ev=-54548.0012
H -0.668904 -3.142827 -0.488438 0.3 0.8 -0.7
H 4.567047 -6.233559 -7.488896 0.2 0.0 0.0
H 1.111171 -1.199517 2.016927 0.2 0.8 -0.5
H -8.048648 1.755047 8.031530 0.2 -0.2 -0.1
H -1.231841 1.791749 4.807470 0.6 1.0 0.1
C -5.185124 1.776749 6.783061 0.7 -0.5 0.0
H -6.815204 2.741859 8.838647 0.0 0.2 -0.2
O -6.070461 1.223383 7.654718 0.1 0.4 -0.4
C 0.418574 6.902115 6.150092 0.0 -1.0 -0.6
H 0.892293 -4.370734 -5.646577 -0.2 0.7 -0.4
H 2.156407 -0.088934 -0.586753 -0.9 -0.4 0.3
C -0.874586 2.822991 5.052089 -0.2 1.3 0.6
O 3.498734 -3.643912 -7.673624 0.7 -0.3 0.3
H -2.127139 -4.823901 -8.264921 -0.2 0.1 0.9
H 2.450405 2.538127 4.046800 -1.0 0.0 -0.2
H 4.897051 -3.692832 -9.193062 0.2 -0.1 0.1
C 0.669775 -2.261147 -4.896142 1.6 -0.2 0.0
C -1.344553 5.001190 6.184284 0.9 -1.3 -0.9
H -0.375748 1.136446 1.093169 0.5 -0.6 0.6
H -7.585246 2.756129 5.860739 0.0 0.2 0.0
H -1.234587 -2.338830 -6.617763 0.6 -0.8 -0.3
C 0.352413 0.880453 1.902842 0.7 0.4 0.0
H 1.307621 8.715490 5.015479 0.1 -1.1 0.4
H -3.490492 -4.198806 -7.235563 0.8 -0.2 0.0
H -0.216533 0.455780 2.769134 0.3 0.8 -0.6
F 6.283010 -5.565171 -8.286097 0.0 -0.1 0.0
H 1.432538 -3.091203 -6.873966 -1.0 -0.4 1.5
O 3.269505 4.706600 4.425890 -0.5 -0.1 -0.1
O -4.177234 1.255620 6.432047 -0.2 0.2 0.1
C 5.071313 -5.297569 -7.741660 0.6 0.0 -0.1
O 0.075155 7.372007 7.208539 0.1 0.3 -0.6
H 0.603919 3.143240 1.851290 0.2 -0.7 0.6
C 0.451936 3.268671 4.619991 -0.6 0.8 0.7
C -0.052692 5.465671 5.747340 0.2 -0.8 -0.6
C 1.346319 7.605240 5.131705 0.0 -0.8 -0.2
H 2.428826 -0.013834 1.748300 -1.0 -0.1 -0.3
C 2.172577 6.832030 4.383894 -0.9 -0.1 0.4
C -0.735858 -3.338257 -6.782161 0.8 0.5 0.3
O 5.260420 -4.529739 -6.571474 -0.7 -0.1 -0.2
C -1.788454 3.654372 5.822473 2.3 1.1 -0.6
H -1.995454 5.656513 6.797728 0.6 -0.5 -0.5
H 1.311974 -2.687451 0.503602 0.0 0.4 -1.0
C 1.261215 -2.118960 -0.466002 -0.7 0.9 0.6
C -0.090891 -2.482892 -1.199199 0.1 -1.5 0.0
C 0.068658 -3.308806 -2.537229 -0.4 0.5 -0.4
H 1.178572 1.271723 4.235802 0.3 1.0 -0.3
H 2.113615 2.152772 1.780791 -1.0 0.4 0.3
H 0.146919 -4.414643 -2.359286 0.1 1.1 0.1
C -7.065518 2.209798 7.918050 -0.5 -0.4 0.5
C 0.680192 -3.350048 -6.048535 -1.2 1.0 -0.8
H 1.823527 -3.722692 -3.772296 -0.1 1.2 0.5
C 1.381871 2.305112 3.833449 -0.5 -0.2 0.3
C 4.270472 -4.381124 -8.621291 -0.5 0.1 -0.7
C 0.871086 4.619039 4.956247 -1.9 0.0 0.8
H 1.864746 -2.002164 -3.083980 -0.4 -0.9 0.0
H -2.831039 -5.851508 -6.934489 0.3 1.0 -0.3
C -6.973110 3.086673 6.703385 0.1 0.6 0.1
H -0.561552 -3.432938 -7.890480 -0.4 -0.3 0.9
C -2.544547 -4.801814 -7.225153 -0.6 -0.7 0.2
O 3.869628 -3.104935 -5.510068 0.2 -0.3 -0.6
C 1.103626 2.240451 2.275642 0.6 -1.2 0.1
O -1.601228 -4.348080 -6.251191 0.2 0.0 -1.4
C 1.373668 -0.264558 1.452871 -0.9 -0.1 -0.1
H -0.896700 -3.173271 -3.108271 0.8 -0.3 0.6
H 2.837869 7.285547 3.616131 -0.3 -0.6 0.8
C 1.261874 -0.572792 -0.097886 1.3 0.2 0.2
O -5.603971 3.004125 6.356514 -0.3 -0.6 0.0
H 3.626427 -4.924708 -9.311491 -0.1 0.1 0.2
H 1.408864 -1.469985 -5.213761 -0.9 -0.6 0.3
H -0.753922 -1.612013 -1.418553 0.8 -0.4 0.3
C 1.220961 -2.811476 -3.500774 -0.8 -0.5 -1.0
H -0.334038 -1.779738 -4.804078 0.7 -0.5 0.1
C 4.181043 -3.701377 -6.491998 -0.4 0.9 1.0
H -2.791430 3.293842 6.149466 1.1 0.2 -0.5
C 2.211301 5.273655 4.565509 -0.6 1.0 0.1
H 0.366539 -0.042578 -0.500774 0.6 -0.6 0.3
H 2.183902 -2.382734 -1.033730 -0.9 0.2 0.2
F -7.268857 4.373848 7.003978 -0.1 0.0 -0.1


83
Properties=species:S:1:pos:R:3:forces:R:3 method="wB97M-V/def2-TZVPD" e_above_lowest_kcal_mol=0.0 total_charge=+2 multiplicity=2 e_tot_ev=-90264.8740
C 1.791626 -1.997558 3.474640 0.1 0.1 0.0
H -5.228733 0.606561 1.103146 0.0 0.0 0.0
H -2.295327 4.370618 3.158812 0.0 0.0 0.0
H 1.257638 -3.843565 2.477056 0.0 0.0 0.1
H -0.232205 -4.606104 -1.345040 0.0 0.0 0.0
C -0.756654 -2.532839 -1.349737 0.0 0.0 0.0
H -1.352703 -0.794019 -4.093340 0.0 0.0 0.0
H 0.273167 -2.217882 -1.402936 0.0 0.1 0.0
C -2.045117 0.040735 -4.114939 0.0 0.0 0.0
H 3.415435 -1.192815 0.642298 0.0 0.0 0.0
H -0.980632 1.401002 4.045268 0.0 0.0 0.0
H -0.057897 2.120254 -3.023837 0.0 0.0 0.0
C -3.401001 -3.408418 -1.275850 0.0 0.0 0.0
C -3.503195 1.499021 -5.341467 0.0 0.0 0.0
O -2.200397 -0.758357 1.638001 -0.1 0.4 -0.2
H 5.032566 -2.523682 -0.624033 0.0 0.0 0.0
P 1.033591 0.290272 -0.054804 -0.1 0.0 0.0
O -2.248843 3.669206 0.591745 0.0 0.0 0.0
Re -0.035298 -0.044834 1.950163 -0.4 -0.5 -0.1
C 4.039391 -2.242431 -2.504129 0.0 0.0 0.0
O -1.847269 3.514444 3.138562 0.0 0.0 0.0
O -2.615183 0.776465 -0.318534 -0.2 0.0 -0.3
H 1.598008 2.198002 2.080531 0.1 0.0 0.0
C 4.139196 3.684335 0.434261 0.0 0.0 0.0
C -3.299091 1.769475 -2.961239 0.0 0.1 0.0
C -3.123570 -2.053573 -1.316417 0.0 0.0 0.0
P -1.837337 2.833106 1.711400 0.5 -0.3 0.0
C 2.154387 -0.770180 -1.051072 -0.2 0.0 -0.2
C -3.851320 2.159728 -4.171944 0.0 0.0 0.0
H -1.837934 0.045537 4.156493 0.1 -0.2 0.1
C 3.248638 -1.352893 -0.417775 0.1 0.0 0.1
C 2.970963 -1.641962 -3.154756 0.0 0.0 0.0
C -2.600561 0.441953 -5.316583 0.0 0.0 0.0
H 4.889289 4.451483 0.572831 0.0 0.0 0.0
C 3.096075 2.021759 -0.950645 0.0 -0.1 0.0
H -3.949370 -1.351654 -1.347672 0.0 0.0 0.0
N -0.044175 -2.225696 1.949490 -0.1 0.0 0.1
H -4.429004 -3.743265 -1.260563 0.0 0.0 0.0
H -3.939936 1.807761 -6.281815 0.0 0.0 0.0
C 4.183304 -2.087078 -1.132695 0.0 0.0 0.0
N -0.890784 0.385176 4.006333 0.0 0.1 -0.1
H 1.216168 -0.438805 -2.960381 0.0 0.0 0.0
H 0.845399 2.656970 -1.594519 0.0 0.0 0.0
C 0.046183 -0.041337 5.073212 -0.2 0.1 0.0
H -0.758034 -2.528345 2.610851 0.1 -0.1 0.1
N -0.133801 0.800985 -1.339746 0.1 0.1 0.2
H -0.359824 -2.589307 1.053058 0.1 0.1 -0.1
H 2.868062 -1.738698 -4.227561 0.0 0.0 0.0
O -2.992935 1.626876 1.989582 -0.5 0.1 -0.2
C 2.040193 -0.905532 -2.434768 -0.1 -0.1 0.0
H -2.577695 -5.388685 -1.251563 0.0 0.0 0.0
H 2.192376 -0.201236 5.278077 0.0 0.0 0.0
H 4.767593 -2.812171 -3.065270 0.0 0.0 0.0
H 3.331560 3.898196 2.407335 0.0 0.0 0.0
P -1.620468 0.157266 -1.450449 0.0 0.2 0.0
C 4.049782 3.008468 -0.777599 0.0 0.0 0.1
H -3.549518 2.306315 -2.055382 0.0 0.0 0.0
C -2.395824 0.708826 -2.938460 0.0 -0.1 -0.1
C 1.456954 0.169285 4.560230 0.1 -0.1 0.0
H 1.923003 -2.599295 1.424720 0.0 0.0 -0.1
H 1.224743 -2.260252 4.365811 0.0 0.0 0.0
H -2.335558 -0.071345 -6.230607 0.0 0.0 0.0
O -0.563376 1.997005 1.645977 -0.5 0.2 0.1
C -2.360607 -4.328970 -1.271815 0.0 0.0 0.0
H -0.149774 -1.085446 5.311121 0.0 0.0 0.0
C -0.063556 2.181898 -1.937720 0.0 -0.1 0.0
H 4.733869 3.243800 -1.581666 0.0 0.0 0.0
H 2.837578 -2.222354 3.688206 0.0 0.0 0.0
C 1.282766 -2.769673 2.286337 0.0 0.0 -0.2
H 1.652962 1.231918 4.408742 0.0 0.0 -0.1
C -1.797035 -1.607071 -1.334516 0.0 -0.1 0.0
N 1.617350 -0.526490 3.246813 0.5 0.2 0.1
H -0.900041 2.789665 -1.592242 0.0 0.0 0.0
P -3.074435 0.332377 1.129118 0.4 0.0 0.4
C 2.299321 2.392912 1.279356 0.0 0.1 0.1
H 3.066625 1.483366 -1.889913 0.0 0.0 0.0
C 3.268319 3.371651 1.464180 0.0 0.0 -0.1
H -4.548811 2.985431 -4.201334 0.0 0.0 0.0
C -1.044240 -3.891073 -1.316943 0.0 0.0 0.0
C 2.195087 1.705104 0.072568 0.1 0.0 0.0
H 2.456940 -0.167965 2.797775 0.1 0.0 0.2
H -0.100880 0.524502 5.993986 0.0 0.0 0.0
O -4.566161 -0.096853 1.046190 0.0 0.0 0.0


73
Properties=species:S:1:pos:R:3:forces:R:3 method="wB97M-V/def2-TZVPD" e_above_lowest_kcal_mol=0.0 total_charge=+1 e_tot_ev=-54070.9675
H -0.298314 -4.451809 -0.396184 -0.3 0.1 0.2
H -3.387173 2.446114 -2.524910 0.3 -0.3 0.0
H 2.664264 0.447738 1.586153 -0.2 0.0 -0.4
C -1.232772 -3.896189 -0.377572 -0.1 0.2 0.0
C 3.320351 -3.087385 -3.432342 0.3 -0.3 -0.6
C 1.183558 -3.636654 -2.444920 0.2 0.0 0.1
C 2.473730 1.576146 3.730750 0.3 0.1 0.4
C 0.939466 -2.270838 -2.147195 -0.3 0.2 0.5
H 3.925620 -1.018094 -3.291995 -0.2 -0.2 0.1
H -1.491066 3.864913 3.884572 -0.2 -0.1 -0.1
H 3.650764 -4.997726 -5.336127 0.3 0.2 0.2
H -2.718229 3.958408 0.230554 0.2 -0.1 0.0
H 2.222916 4.835061 4.082758 -0.3 0.0 -0.1
C -2.568647 -1.926750 -0.950563 0.4 -1.2 0.7
C 2.351119 -4.050086 -3.062580 0.0 0.1 -0.1
C 1.984196 -1.347821 -2.417537 0.2 0.0 -0.3
H 0.170796 -1.922105 0.853544 -0.1 0.2 -0.2
H 3.443145 2.481246 0.660035 -0.1 0.2 0.2
C -1.418060 1.620897 -2.897459 -0.4 0.1 0.0
C -3.657575 -2.406854 -0.238577 0.5 0.3 -0.5
H -3.880919 0.847779 0.799420 0.1 0.2 0.3
C -0.548072 0.539662 -2.738930 -0.1 -0.2 0.1
C 1.350911 4.432114 3.544786 0.2 0.3 0.0
C -3.529310 -3.637568 0.418068 0.4 -0.4 0.0
H 2.217671 -0.924074 0.558057 -0.1 0.3 0.1
C -3.211895 0.443228 -1.742024 0.3 -0.7 0.0
C 3.120572 3.359267 1.233693 0.1 0.2 0.0
C -0.283578 -0.995668 1.180872 1.2 0.4 0.9
C -0.346573 -1.827786 -1.661010 0.7 -0.8 -1.7
Si 1.905141 2.940451 2.585366 -0.7 -0.4 -0.2
H 5.422192 -4.694822 -5.337811 -0.2 -0.1 0.1
H -4.753191 2.209240 1.542162 0.1 -0.2 0.0
C -2.410640 3.313605 3.657332 -0.3 0.1 0.0
H -1.072949 2.509281 -3.426912 -0.1 -0.3 0.2
H 2.643457 2.014933 4.724671 0.0 -0.2 -0.2
H -4.570771 -1.814479 -0.201410 0.1 -0.3 0.2
H -1.292875 -0.982478 1.571858 0.2 -0.3 -0.2
H -4.368918 -4.030697 0.995907 0.3 0.1 -0.2
C 1.922100 0.091192 0.861311 0.6 -0.2 0.1
C -2.330142 -4.368604 0.348998 -0.4 0.1 0.0
H 2.681609 4.080151 0.532464 0.1 -0.1 0.1
O -1.284910 1.031972 2.205483 -1.2 0.5 0.4
C -2.730117 1.582391 -2.398453 0.5 0.1 -0.2
C 4.521651 -4.721787 -4.722496 0.0 0.1 0.1
C -2.354279 -0.635569 -1.583629 0.7 1.1 -0.5
N 0.088628 1.073835 2.282409 0.0 0.5 -1.1
H -4.231204 0.376873 -1.361671 0.2 0.2 -0.2
C -1.340789 -2.670392 -1.032420 -1.4 0.2 0.5
H 2.495882 -5.105721 -3.303797 -0.1 0.5 0.1
H 0.447862 0.560731 -3.170250 -0.3 0.2 0.0
H -4.224419 0.836996 2.540598 0.0 0.1 -0.2
C -3.944303 1.480771 1.695645 -0.1 -0.1 0.1
C 3.147148 -1.737502 -3.043405 0.0 -0.1 0.0
C -0.989551 -0.582580 -2.036407 -1.2 0.6 0.5
C 0.553875 0.040666 1.435943 -1.3 -1.5 -0.5
H 3.413739 1.104085 3.416907 -0.2 0.1 0.1
H -2.633622 2.640302 4.497702 0.1 0.2 -0.2
H -1.057751 4.138138 0.835118 -0.2 -0.2 -0.1
H -3.234652 4.042804 3.587529 0.2 -0.1 0.1
H 0.576904 4.193965 4.286523 0.3 0.0 -0.2
H 0.416561 -4.376121 -2.232690 0.2 0.2 -0.2
H 1.694893 0.804508 3.827677 0.4 0.3 0.1
O 4.396899 -3.375151 -4.211070 -1.1 0.0 0.9
C -1.835001 3.404390 0.586423 -0.3 0.5 -0.1
H -2.246222 -5.318232 0.878192 -0.1 0.3 -0.2
H 0.969917 5.219453 2.879737 0.1 -0.1 0.2
H 4.641369 -5.441467 -3.902430 0.0 0.2 -0.2
O 0.501787 2.339373 1.754506 0.8 -0.1 0.5
Si -2.334766 2.365424 2.052724 0.7 -0.3 -0.1
H 4.008823 3.817332 1.687640 -0.1 0.0 -0.2
H 1.867533 -0.308625 -2.116946 0.1 -0.3 0.0
H 1.950325 0.712361 -0.049593 0.0 0.1 0.5
H -1.474126 2.783820 -0.242741 0.0 0.1 0.3